C25H27BMoN5S3 as an isolated structure in a non-equilibrium geometry, computed with the ωB97M-V functional and the def2-TZVPD basis.

The geometry in XYZ format:
```
62
Properties=species:S:1:pos:R:3:forces:R:3:nbo_charge:R:1
Mo -0.5006 0.4936 -0.3407 1.608 0.264 -0.640 0.69
C -3.4631 1.1903 0.1408 0.193 0.098 0.119 -0.65
C -2.7035 1.4621 1.4051 0.030 -0.098 0.024 0.29
C -3.3016 2.1233 2.4894 -0.006 0.053 0.152 -0.25
C -2.5653 2.4011 3.6088 -0.070 -0.054 -0.125 -0.08
C -1.2163 1.9935 3.6753 -0.028 -0.073 -0.220 -0.08
C -0.3851 2.2190 4.7943 0.055 -0.036 0.050 -0.18
C 0.9091 1.7747 4.7892 -0.083 0.074 0.142 -0.18
C 1.4316 1.0993 3.6710 -0.128 -0.042 -0.221 -0.18
C 0.6515 0.8861 2.5601 0.292 0.039 0.142 -0.18
S 1.2394 0.0271 1.1369 -1.216 0.244 -0.814 0.13
C -0.6884 1.3226 2.5521 0.075 0.106 0.316 0.16
N -1.4339 1.0809 1.4314 -0.748 0.247 0.956 -0.47
H -4.5245 1.0609 0.3432 -0.005 -0.075 -0.054 0.26
H -3.0958 0.2724 -0.3434 -0.089 -0.037 -0.059 0.21
H -3.3492 2.0260 -0.5540 0.010 -0.024 -0.045 0.25
H -4.3400 2.4159 2.4166 0.002 -0.004 0.000 0.24
H -3.0109 2.9258 4.4449 0.013 -0.007 0.005 0.23
H -0.8003 2.7330 5.6518 0.051 -0.003 0.015 0.23
H 1.5383 1.9313 5.6552 0.002 0.016 -0.018 0.23
H 2.4510 0.7351 3.6753 0.014 0.034 0.047 0.23
C 1.7741 4.9678 0.4539 -0.109 0.109 0.107 -0.41
N 2.2360 3.8810 -0.3872 -0.056 -0.179 -0.120 -0.34
C 3.5392 3.6280 -0.7518 0.071 -0.025 0.034 -0.06
C 3.5226 2.4928 -1.4843 0.068 0.079 -0.033 -0.04
N 2.2211 2.0532 -1.5814 -0.100 0.143 0.115 -0.47
B 1.9150 0.6945 -2.3240 -0.023 -0.100 0.008 0.19
N 0.3601 0.5021 -2.3938 0.478 -0.065 0.241 -0.54
C -0.3861 1.2796 -3.2923 -0.574 0.215 -0.305 -0.07
C -1.5587 0.6670 -3.5424 0.306 0.197 0.052 -0.03
N -1.6025 -0.5167 -2.8375 -0.200 0.013 0.068 -0.43
C -2.5209 -1.6010 -3.1381 0.058 -0.078 -0.026 -0.40
C -0.3742 -0.6718 -2.1367 -0.004 -0.734 -0.217 0.03
S 0.3709 -2.3052 -2.3003 -0.069 0.237 0.329 0.28
C 1.4513 2.9069 -0.9006 0.304 0.183 -0.194 0.27
S -0.2633 2.9055 -0.6446 -0.199 -0.674 0.372 -0.08
H 2.6224 5.5930 0.7172 0.030 -0.025 -0.033 0.23
H 1.3214 4.5705 1.3622 0.017 -0.005 -0.016 0.22
H 1.0335 5.5699 -0.0690 0.027 0.006 -0.020 0.23
H 4.3473 4.2713 -0.4516 -0.008 -0.014 -0.027 0.24
H 4.3265 1.9568 -1.9575 -0.017 0.005 0.013 0.25
H 2.3360 0.8007 -3.4420 0.077 -0.052 -0.081 -0.02
H 2.4020 -0.1964 -1.6863 0.004 -0.073 -0.004 -0.02
H -0.0014 2.2010 -3.6903 0.022 -0.002 0.056 0.25
H -2.3703 0.9764 -4.1797 0.008 -0.012 0.001 0.24
H -3.4613 -1.1790 -3.4860 0.015 0.049 0.004 0.22
H -2.7138 -2.1937 -2.2465 0.012 -0.001 0.020 0.22
H -2.1113 -2.2579 -3.9059 -0.053 -0.025 -0.021 0.22
C 0.5565 -2.8482 -0.5623 -0.008 0.195 -0.240 -0.51
C 0.6039 -4.3459 -0.4291 -0.005 -0.078 -0.041 -0.08
C -0.2127 -5.1847 -1.1810 -0.023 0.045 -0.008 -0.16
C -0.1869 -6.5564 -0.9796 -0.018 -0.032 0.009 -0.22
C 0.6530 -7.1053 -0.0221 0.015 0.014 -0.001 -0.20
C 1.4743 -6.2754 0.7272 -0.008 -0.033 0.011 -0.20
C 1.4530 -4.9049 0.5212 0.052 -0.014 -0.014 -0.19
H -0.2961 -2.4447 -0.0090 0.008 0.001 0.089 0.21
H 1.4699 -2.4035 -0.1762 -0.035 -0.022 0.118 0.24
H -0.8642 -4.7616 -1.9361 -0.021 -0.025 0.018 0.21
H -0.8262 -7.2004 -1.5693 0.008 0.018 -0.016 0.22
H 0.6735 -8.1758 0.1331 -0.002 0.005 0.005 0.22
H 2.1360 -6.6963 1.4727 0.009 0.002 -0.011 0.22
H 2.1080 -4.2672 1.1038 -0.029 0.031 -0.013 0.21
```
Forces are in eV/Å.

Values from the calculation:
* max |F|: 1.751 eV/A
* E_HOMO (spin up / spin down): -10.20 / -10.19 eV
* orbital gap (spin up / spin down): 6.2 / 6.2 eV
* net charge: +1
* lowest unoccupied orbital energy (spin up / spin down): -4.02 / -4.01 eV

One molecule with the formula C5H11NO in a non-equilibrium geometry, computed with the ωB97M-V functional and the def2-TZVPD basis.

The geometry in XYZ format:
```
18
Properties=species:S:1:pos:R:3:forces:R:3:nbo_charge:R:1
C -0.8580 1.5738 -1.2402 2.087 1.468 1.282 -0.41
N 0.3602 1.6676 -0.2887 -2.272 3.565 -1.088 -0.64
C 1.0454 0.6736 0.3038 0.337 -0.638 -1.951 0.68
C 0.2340 -0.6847 0.1880 1.299 2.048 -0.603 -0.31
C -1.1946 -0.6742 0.7738 0.817 -1.277 2.842 -0.63
C 1.2063 -1.7512 0.5945 -1.405 -2.336 -1.585 -0.60
O 2.2353 0.7993 0.5885 -1.363 -0.458 0.871 -0.62
H -1.3584 2.5326 -1.1185 -0.444 -0.214 0.227 0.20
H -0.5140 1.6057 -2.2606 0.347 -0.422 -0.428 0.20
H -1.5125 0.7506 -1.0808 -0.298 -0.319 0.270 0.21
H 0.6240 2.7086 -0.1745 0.088 -2.785 -0.156 0.40
H 0.0892 -0.8255 -0.9300 0.357 0.313 1.138 0.21
H -1.2392 -1.5865 1.4844 -0.263 1.177 -1.275 0.22
H -1.8307 -0.8299 -0.0750 -0.981 -0.013 0.226 0.21
H -1.5078 0.1726 1.4760 0.572 -0.771 -1.480 0.23
H 1.5902 -1.7123 1.6143 -0.343 -0.208 -0.101 0.23
H 0.5981 -2.6875 0.2693 1.388 0.773 1.366 0.19
H 2.0325 -1.7326 -0.1245 0.078 0.097 0.445 0.23
```
Forces are in eV/Å.

Values from the calculation:
* max |F|: 4.364 eV/A
* E_HOMO: -9.36 eV
* relative energy (zero: lowest compared OMol25 entry of this formula, charge and spin): 40.1 kcal/mol
* orbital gap: 10.2 eV
* net charge: 0
* lowest unoccupied orbital energy: 0.83 eV

C38H42FIrN2O5P2S as an isolated structure in a non-equilibrium geometry, computed with the ωB97M-V functional and the def2-TZVPD basis.

The geometry in XYZ format:
```
92
Properties=species:S:1:pos:R:3:forces:R:3:mulliken_spin:R:1
Ir 0.4448 -0.5075 -0.7837 0.105 0.069 -0.470 2.29
C 2.9254 1.5967 -0.2842 -0.130 -0.040 -0.158 0.05
C 2.7132 1.4450 1.2243 -0.134 -0.346 -0.048 0.02
P 1.3485 0.2317 1.5273 -0.788 1.164 0.264 0.33
C 1.5492 -0.5596 3.1444 -0.111 -0.255 -0.283 0.07
C 2.7902 -0.9574 3.6376 -0.049 0.099 -0.074 0.02
C 2.8674 -1.5778 4.8723 0.077 0.036 0.078 -0.01
C 1.7179 -1.8385 5.6027 -0.003 0.014 -0.145 0.02
C 0.4795 -1.4601 5.1080 0.043 0.039 0.111 -0.01
C 0.3932 -0.8257 3.8846 0.079 0.221 -0.055 0.03
C -0.1087 1.3129 1.8670 0.335 -0.378 -0.107 0.03
C -1.3116 0.9498 1.2666 0.246 0.017 -0.040 0.14
C -2.4787 1.6387 1.5322 -0.093 -0.013 0.013 0.03
C -2.4413 2.7070 2.4159 -0.046 -0.063 -0.048 0.01
C -1.2480 3.0734 3.0183 0.062 0.143 0.082 0.00
C -0.0770 2.3812 2.7539 -0.160 -0.113 -0.019 0.01
P 1.2825 1.8711 -1.0921 1.096 0.232 -0.370 0.20
C 1.3472 1.3606 -2.8300 -0.147 -0.130 0.484 0.08
C 0.3546 1.8765 -3.6754 -0.069 -0.010 -0.085 0.05
C 0.2425 1.4106 -4.9682 -0.096 0.087 0.091 -0.01
C 1.0905 0.4070 -5.4277 0.087 -0.066 0.143 0.07
C 2.0892 -0.0889 -4.6028 -0.083 -0.061 -0.203 -0.03
C 2.2222 0.3780 -3.3092 0.078 0.097 0.072 0.05
C 1.1478 3.6926 -1.1300 -0.352 -0.366 0.009 0.13
C 0.3955 4.4086 -0.2084 0.002 -0.172 -0.024 0.01
C 0.4436 5.7929 -0.2200 -0.033 0.055 0.011 0.00
C 1.2233 6.4576 -1.1523 -0.068 -0.065 0.058 0.00
C 1.9536 5.7374 -2.0855 0.096 0.024 -0.109 0.00
C 1.9189 4.3561 -2.0838 0.049 -0.086 0.068 0.02
H 3.3502 0.6674 -0.6716 -0.019 0.084 -0.032 0.00
H 3.6040 2.4257 -0.5036 -0.115 -0.076 -0.052 0.00
H 2.4352 2.4043 1.6723 0.016 -0.195 0.052 0.01
H 3.6220 1.0784 1.7057 -0.084 0.053 -0.053 -0.01
H 3.6854 -0.7752 3.0635 0.097 -0.041 -0.007 0.00
H 3.8276 -1.8491 5.2836 0.114 -0.058 -0.044 0.00
H 1.7902 -2.3478 6.5479 -0.008 -0.049 0.208 0.00
H -0.4120 -1.6567 5.6801 -0.130 -0.055 0.047 0.00
H -0.5698 -0.5085 3.5113 -0.108 -0.013 0.020 0.01
H -1.3166 0.0878 0.5854 -0.300 0.081 0.229 -0.07
H -3.4107 1.3282 1.0852 -0.102 0.022 -0.083 0.00
H -3.3474 3.2445 2.6446 -0.100 0.082 0.036 0.00
H -1.2341 3.9029 3.7062 0.010 0.122 0.113 0.00
H 0.8423 2.6601 3.2498 0.046 0.039 0.069 0.00
H -0.3043 2.6546 -3.3111 -0.045 -0.003 -0.027 0.00
H -0.5087 1.8238 -5.6235 -0.080 0.038 -0.068 0.00
H 0.9657 0.0090 -6.4238 0.052 0.041 -0.096 0.00
H 2.7616 -0.8501 -4.9635 0.090 -0.083 -0.058 0.00
H 3.0041 -0.0202 -2.6837 0.022 -0.003 0.026 0.00
H -0.2197 3.8876 0.5094 -0.084 -0.028 0.099 0.02
H -0.1334 6.3516 0.4984 -0.084 0.087 0.098 0.00
H 1.2565 7.5359 -1.1551 0.010 0.097 -0.012 0.00
H 2.5563 6.2503 -2.8189 0.050 0.068 -0.062 0.00
H 2.4943 3.7919 -2.8059 0.037 0.055 -0.068 0.00
F 2.2375 -5.4155 4.4130 -0.178 0.021 -0.076 0.00
C 1.6599 -4.7820 3.3998 0.476 0.000 -0.386 0.01
C 2.3158 -4.6233 2.2323 -0.198 -0.380 1.275 -0.01
N 1.7714 -3.9345 1.1826 -0.697 0.327 -0.320 0.01
C 2.5501 -3.6727 -0.0086 -0.136 0.614 -0.572 0.02
C 2.5388 -2.1400 -0.1989 0.787 -1.069 1.215 -0.05
O 2.7794 -1.4408 0.8009 0.393 -0.226 -0.291 0.09
O 2.1936 -1.7131 -1.3223 -0.773 0.823 -1.087 0.10
C 0.5465 -3.3255 1.2941 0.337 -0.680 0.831 0.03
O 0.0406 -2.6318 0.4062 -0.241 0.442 -0.691 0.04
N -0.1146 -3.5470 2.4596 -0.135 0.008 -0.189 0.01
C 0.3090 -4.2612 3.5980 0.245 -0.075 -0.346 0.00
O -0.4084 -4.3721 4.5480 -0.027 -0.076 0.295 0.00
H 3.3046 -5.0357 2.0918 -0.006 0.020 0.007 0.00
H 2.0977 -4.1255 -0.8951 0.079 -0.043 0.195 0.00
H 3.5655 -4.0412 0.1202 -0.052 0.000 0.060 0.00
H -1.0298 -3.1189 2.5469 0.096 -0.047 -0.066 0.00
C -3.3066 2.0570 -2.3489 -0.230 -0.063 -0.044 0.00
C -4.3313 0.9972 -2.7394 0.150 0.142 0.087 0.00
C -3.6864 -0.3159 -3.1503 -0.077 -0.039 0.617 0.01
S -2.7213 -1.0316 -1.7535 -1.153 -0.743 -0.763 0.02
O -1.3146 -0.5673 -2.0977 1.977 0.491 0.314 0.13
C -2.7334 -2.7959 -2.2397 -0.266 0.197 0.151 0.01
C -3.8881 -3.5057 -1.5479 0.010 -0.037 0.309 0.00
C -3.6716 -3.5751 -0.0406 -0.103 -0.129 -0.041 0.00
H -3.8130 2.9478 -1.9858 0.053 0.084 0.046 0.00
H -2.7028 2.3344 -3.2092 0.120 0.044 -0.077 0.00
H -2.6394 1.6912 -1.5678 0.080 0.095 0.107 0.00
H -4.9243 1.3602 -3.5827 -0.051 -0.092 0.083 0.00
H -5.0146 0.8185 -1.9073 -0.102 -0.003 -0.055 0.00
H -2.9689 -0.1747 -3.9572 0.145 -0.216 -0.032 0.00
H -4.4404 -1.0514 -3.4229 0.029 -0.154 -0.051 0.00
H -1.7769 -3.1949 -1.8978 0.070 0.132 0.023 0.00
H -2.7918 -2.8617 -3.3240 0.113 0.142 -0.081 0.00
H -3.9674 -4.5185 -1.9467 -0.024 0.087 -0.118 0.00
H -4.8341 -3.0039 -1.7601 -0.060 -0.014 -0.125 0.00
H -2.7843 -4.1637 0.1850 0.123 -0.023 0.051 0.00
H -4.5156 -4.0503 0.4525 -0.053 0.005 0.040 0.00
H -3.5471 -2.5802 0.3848 0.001 0.041 0.127 0.00
```
Forces are in eV/Å.

Values from the calculation:
* max |F|: 2.061 eV/A
* E_HOMO (spin up / spin down): -12.86 / -13.92 eV
* relative energy (zero: lowest compared OMol25 entry of this formula, charge and spin): 28.6 kcal/mol
* orbital gap (spin up / spin down): 7.9 / 6.1 eV
* net charge: +2
* 2S+1: 5
* lowest unoccupied orbital energy (spin up / spin down): -4.97 / -7.83 eV

These records have total energy values of -68847.3172 -8899.9593 -88259.0622 eV, in the order they appear.